(1)
C5H4LiO7Pt | ωB97M-V with the def2-TZVPD basis set

As for the expectation value of S²: 3.757. The total energy is -846.29554 a.u. For the orbital gap (spin up / spin down), the calculation gives 6.75 / 7.19 eV. For the HOMO energy (spin up / spin down), the calculation gives -0.2731 / -0.3240 Eh. Its multiplicity is 4.

Geometry (Å):
Pt (0.410, 1.848, 0.266)
O (-0.990, 1.053, -0.584)
O (-2.291, -0.836, -0.425)
O (2.241, 1.308, -0.343)
O (3.022, -0.783, -0.458)
O (-0.112, -1.098, -1.051)
O (0.627, 0.655, 1.795)
O (1.147, -1.575, 1.541)
C (-2.347, 1.438, -0.792)
C (-0.953, -0.482, -0.339)
C (1.020, -0.396, 1.206)
C (-3.119, 0.282, -0.171)
C (2.294, 0.091, 0.005)
Li (1.373, -2.132, -0.455)
H (-2.518, 1.524, -1.874)
H (-3.252, 0.420, 0.914)
H (-2.577, 2.402, -0.323)
H (-4.094, 0.115, -0.640)

(2)
C22H32Cl2N3O3Sn | ωB97M-V with the def2-TZVPD basis set

The total energy is -2382.20979 a.u. For the orbital gap (spin up / spin down), the calculation gives 4.41 / 4.21 eV. Its net charge is -1. For the HOMO energy (spin up / spin down), the calculation gives -0.0694 / -0.0633 Eh. Its multiplicity is 1.

Geometry (Å):
Sn (-0.172, -0.218, -0.097)
Cl (-2.640, -0.078, -0.187)
Cl (1.932, 0.702, -1.059)
O (-0.588, -0.127, -2.267)
O (1.691, -0.249, 1.880)
O (-0.284, 1.817, 0.961)
N (-1.956, 3.145, 0.164)
N (3.763, 0.539, 2.480)
N (-1.165, -0.574, 2.574)
C (-2.723, -1.711, 4.010)
C (-0.201, 0.077, -4.622)
C (-1.210, -0.094, 4.928)
C (0.589, -3.088, 1.110)
C (-0.722, 0.115, 3.629)
C (-1.495, 1.293, -6.294)
C (3.987, -0.470, 3.498)
C (4.888, 1.403, 2.149)
C (-1.371, 2.451, 1.141)
C (0.454, -4.559, 1.416)
C (-0.323, -3.128, -1.232)
C (0.769, -0.149, -5.626)
C (0.155, -2.470, 0.009)
C (0.096, -0.424, -3.286)
C (-1.345, 3.137, -1.167)
C (-0.526, 1.040, -7.280)
C (-2.246, -1.013, 5.121)
C (-2.121, -1.482, 2.765)
C (2.585, 0.625, 1.844)
C (-3.307, 3.683, 0.308)
C (-1.345, 0.838, -4.983)
C (0.610, 0.300, -6.930)
H (-0.748, -4.124, -1.014)
H (5.171, 2.008, 3.021)
H (1.010, -1.030, -3.187)
H (-2.106, 1.045, -4.228)
H (3.072, -1.054, 3.639)
H (-3.544, -2.423, 4.063)
H (-3.406, 4.548, -0.355)
H (2.461, 1.537, 1.238)
H (-1.827, 3.920, -1.755)
H (4.811, -1.123, 3.193)
H (-2.372, 1.881, -6.571)
H (-3.454, 3.989, 1.351)
H (5.751, 0.789, 1.854)
H (1.346, -4.916, 1.939)
H (-0.399, -4.746, 2.079)
H (-1.108, -2.533, -1.711)
H (4.262, 0.017, 4.438)
H (-0.655, 1.407, -8.299)
H (1.065, -2.518, 1.910)
H (1.665, -0.698, -5.351)
H (0.064, 0.843, 3.444)
H (-0.778, 0.481, 5.744)
H (1.380, 0.115, -7.686)
H (-1.486, 2.162, -1.660)
H (-0.267, 3.327, -1.073)
H (-4.068, 2.931, 0.045)
H (-2.674, -1.177, 6.112)
H (0.489, -3.260, -1.972)
H (-1.909, 2.414, 2.111)
H (-2.440, -2.032, 1.878)
H (0.312, -5.175, 0.525)
H (4.601, 2.064, 1.324)

(3)
C22H50F6NO10Y | ωB97M-V with the def2-TZVPD basis set

The total energy is -2312.92843 a.u. For the orbital gap, the calculation gives 6.58 eV. For the HOMO energy, the calculation gives -0.3147 Eh. Its multiplicity is 1.

Geometry (Å):
Y (-1.386, -0.767, -5.091)
F (-4.222, -5.224, -3.198)
F (-5.607, 1.419, -4.344)
F (-3.616, -5.512, -5.223)
F (-5.822, -0.722, -3.891)
F (-4.994, -3.870, -4.710)
F (-6.076, 0.753, -2.355)
O (-3.464, -0.774, -2.465)
O (3.484, 2.145, -2.796)
O (2.676, 2.124, 2.735)
O (0.066, -0.414, -3.307)
O (-1.588, -4.454, -3.652)
O (-2.386, -2.762, -4.891)
O (-3.093, 0.491, -4.267)
O (2.605, -0.949, -4.592)
O (-0.091, 2.664, -4.353)
O (2.355, 2.964, 0.046)
N (2.014, 1.455, 3.776)
C (-0.015, -5.295, -2.132)
C (0.393, -1.362, -1.014)
C (4.017, 0.646, 4.950)
C (1.138, -0.328, 5.765)
C (1.789, 0.990, 6.139)
C (-3.898, -4.547, -4.351)
C (2.721, 1.506, 5.042)
C (-2.726, -3.651, -3.975)
C (2.101, -0.803, 2.685)
C (3.026, 2.985, 5.373)
C (0.521, 3.957, -1.237)
C (-3.860, -0.778, -1.085)
C (-5.340, 0.446, -3.456)
C (1.105, 4.732, 1.073)
C (0.382, -0.212, 4.435)
C (-3.836, 0.410, -3.173)
C (1.208, 0.305, 3.272)
C (-3.392, -2.105, -0.497)
C (0.270, 0.951, 2.250)
C (-1.424, -4.717, -2.277)
C (1.651, 4.217, -0.264)
C (0.079, -0.182, -1.962)
H (-3.331, 0.020, -0.553)
H (-4.944, -0.752, -1.022)
H (4.161, 0.202, 3.966)
H (0.468, -0.667, 6.555)
H (-0.624, 0.339, 2.089)
H (0.843, 0.543, -1.606)
H (3.299, -1.589, -4.407)
H (1.445, -1.479, 2.136)
H (-2.957, -3.155, -3.024)
H (-3.579, 1.255, -2.512)
H (0.193, -5.514, -1.083)
H (2.951, 3.150, 6.445)
H (0.097, -6.247, -2.663)
H (4.003, 3.278, 5.001)
H (-0.079, 4.872, -1.230)
H (4.944, 1.180, 5.165)
H (0.694, 1.070, 1.249)
H (1.031, 1.751, 6.339)
H (2.553, -1.335, 3.524)
H (4.089, 2.865, -2.595)
H (-0.471, 0.452, 4.614)
H (2.359, 4.943, -0.675)
H (0.000, 1.950, 2.580)
H (-3.895, -2.906, -1.038)
H (2.364, 3.004, 1.012)
H (-2.314, -2.217, -0.622)
H (0.285, -1.021, 0.012)
H (2.214, 3.495, 4.856)
H (-0.862, 0.238, -1.561)
H (0.794, 3.812, -2.279)
H (-0.084, 3.118, -0.889)
H (-0.042, -1.202, 4.243)
H (2.411, 0.855, 7.027)
H (1.780, 5.387, 1.618)
H (0.119, 1.945, -4.950)
H (-0.287, -2.190, -1.238)
H (-3.614, -2.103, 0.569)
H (2.912, -0.429, 2.064)
H (3.948, -0.176, 5.667)
H (1.906, -1.090, 5.592)
H (-1.385, -3.827, -1.636)
H (-2.143, -5.422, -1.856)
H (1.405, -1.747, -1.172)
H (3.129, 1.881, -1.936)
H (0.242, 5.371, 0.842)
H (0.728, -4.656, -2.607)
H (3.521, 1.649, 2.630)
H (0.661, 3.928, 1.657)
H (0.236, 2.354, -3.498)
H (2.056, -0.917, -3.790)

(4)
C28H36As2SiV | ωB97M-V with the def2-TZVPD basis set

As for the expectation value of S²: 3.780. The total energy is -6793.10929 a.u. For the orbital gap (spin up / spin down), the calculation gives 5.52 / 5.33 eV. For the HOMO energy (spin up / spin down), the calculation gives -0.1961 / -0.2012 Eh. Its multiplicity is 4.

Geometry (Å):
As (-0.213, -2.571, 0.745)
As (0.139, -0.051, 3.110)
V (-1.531, 0.269, 0.697)
Si (0.862, -0.644, -3.095)
C (-0.165, 1.696, -0.010)
C (-1.543, 1.939, -5.201)
C (1.159, -2.178, 4.767)
C (-2.439, 1.768, -0.278)
C (1.412, -4.504, 4.130)
C (0.944, -4.213, 2.836)
C (-1.211, 1.551, -0.934)
C (4.737, -0.760, -4.310)
C (-0.639, 0.959, -4.796)
C (5.086, -2.095, -4.568)
C (-1.841, -0.543, 3.241)
C (1.324, -3.430, -0.187)
C (-0.986, 0.076, -3.765)
C (-1.910, -2.280, -1.309)
C (0.499, -2.945, 2.546)
C (2.707, -2.654, -4.475)
C (3.393, -0.316, -4.239)
C (-1.564, -4.044, 0.691)
C (-2.159, 2.178, 1.046)
C (1.480, -3.511, 5.104)
C (4.052, -3.003, -4.660)
C (-2.326, 0.141, -3.319)
C (-2.786, 2.137, -4.587)
C (-0.749, 2.090, 1.231)
C (2.321, -1.303, -4.324)
C (-3.199, 1.152, -3.732)
C (1.445, -0.111, 1.536)
C (0.686, -1.912, 3.488)
H (-2.824, -0.420, -2.518)
H (0.898, -4.994, 2.092)
H (-4.181, 1.149, -3.273)
H (1.819, -3.733, 6.125)
H (-1.158, -4.940, 0.209)
H (-0.237, 2.346, 2.134)
H (-2.056, 0.105, 4.092)
H (-3.363, 3.065, -4.645)
H (0.388, 0.861, -5.165)
H (-2.467, -3.711, 0.159)
H (2.009, -3.485, -4.390)
H (-3.420, 1.669, -0.715)
H (4.323, -4.010, -4.852)
H (1.657, -2.852, -1.070)
H (1.280, -1.367, 5.493)
H (1.707, -5.523, 4.377)
H (2.112, -0.991, 1.506)
H (-2.114, -2.537, -2.374)
H (-1.068, -3.025, -0.911)
H (5.567, -0.062, -4.135)
H (1.870, 0.347, -2.872)
H (-1.063, 1.405, -2.003)
H (2.151, -3.473, 0.543)
H (0.866, -0.160, 0.580)
H (-2.729, -2.004, -0.682)
H (6.111, -2.431, -4.588)
H (2.109, 0.779, 1.533)
H (0.998, -4.439, -0.487)
H (-2.471, -0.332, 2.365)
H (0.887, 1.615, -0.262)
H (-2.880, 2.369, 1.827)
H (-1.793, -4.219, 1.727)
H (0.732, -0.692, -1.554)
H (-1.280, 2.663, -5.938)
H (3.343, 0.784, -3.973)
H (-1.915, -1.577, 3.573)

The lowest total energy belongs to which entry?
C28H36As2SiV